(1)
The following is a DFT calculation (the ωB97M-V functional and the def2-TZVPD basis) of a structure of composition C33H32BiN7O4S2 at a distorted geometry.

The electronic energy comes out at -2971.9490 hartree. The net charge is 0. The value obtained for the HOMO energy is -0.2836 Ha. The LUMO energy is -1.132 eV. The HOMO-LUMO gap is 0.242 Eh.

Last column: Mulliken charge in e.
Atoms and positions in Å:
1 Bi 0.77 -0.26 0.25  1.587
2 S 0.66 -2.54 1.28  -0.483
3 C -0.99 -2.48 1.94  0.438
4 N -1.41 -3.57 2.50  -0.833
5 N -2.67 -3.74 2.86  0.111
6 C -3.88 -3.10 2.42  0.984
7 C -4.92 -3.00 3.32  -0.474
8 C -6.14 -2.46 2.93  -0.542
9 C -6.32 -2.02 1.63  -0.706
10 C -5.28 -2.15 0.71  -0.374
11 C -4.07 -2.69 1.10  -0.619
12 N -1.82 -1.36 2.00  -0.205
13 N -1.41 -0.31 1.52  0.410
14 C -2.24 0.82 1.80  0.194
15 C -1.67 2.08 1.73  0.437
16 C -2.42 3.20 2.04  -1.198
17 C -3.76 3.06 2.39  -0.504
18 C -4.34 1.80 2.43  -0.770
19 C -3.59 0.68 2.14  -0.041
20 H -2.77 -4.48 3.51  0.233
21 H -4.78 -3.35 4.34  0.422
22 H -6.95 -2.37 3.65  0.371
23 H -7.26 -1.58 1.32  0.418
24 H -5.41 -1.84 -0.32  0.430
25 H -3.27 -2.81 0.37  0.513
26 H -0.62 2.19 1.48  0.063
27 H -1.96 4.18 2.03  0.442
28 H -4.34 3.94 2.65  0.399
29 H -5.39 1.69 2.70  0.437
30 H -4.03 -0.32 2.17  -0.014
31 O 0.92 2.25 -1.45  -0.293
32 C 0.45 1.94 -2.78  -0.449
33 C -1.05 2.10 -2.92  -0.895
34 C -1.85 1.16 -2.00  0.380
35 C -1.71 -0.30 -2.35  0.376
36 C -2.19 -0.76 -3.57  -0.802
37 C -2.14 -2.11 -3.87  -0.684
38 C -1.62 -2.98 -2.94  -1.063
39 C -1.13 -2.46 -1.75  -0.323
40 N -1.17 -1.15 -1.45  0.711
41 H 0.79 3.19 -1.28  0.237
42 H 0.75 0.90 -2.96  0.216
43 H 0.97 2.56 -3.52  0.318
44 H -1.32 1.93 -3.96  0.412
45 H -1.33 3.14 -2.68  0.454
46 H -2.91 1.43 -2.06  0.508
47 H -1.55 1.32 -0.97  -0.753
48 H -2.61 -0.05 -4.28  0.476
49 H -2.50 -2.47 -4.83  0.434
50 H -1.57 -4.04 -3.12  0.485
51 H -0.68 -3.11 -1.01  0.408
52 C 6.56 -1.96 0.04  -1.267
53 C 5.76 -1.49 -1.14  1.041
54 C 6.36 -1.01 -2.30  -0.717
55 C 5.52 -0.57 -3.30  -0.266
56 N 4.18 -0.62 -3.22  -0.520
57 C 3.69 -1.13 -2.08  0.257
58 S 1.95 -1.38 -1.99  -0.429
59 N 4.43 -1.54 -1.03  -0.346
60 H 7.55 -2.31 -0.27  0.442
61 H 6.03 -2.75 0.56  0.296
62 H 6.70 -1.14 0.75  0.204
63 H 7.44 -1.00 -2.42  0.372
64 H 5.92 -0.16 -4.23  0.413
65 O 4.36 0.30 1.36  -0.600
66 C 4.11 1.58 1.02  0.516
67 C 5.03 2.21 0.19  -0.481
68 C 4.85 3.53 -0.17  -0.468
69 C 3.76 4.26 0.30  -0.733
70 C 2.85 3.63 1.13  -0.850
71 C 3.00 2.30 1.50  0.796
72 C 1.95 1.69 2.39  0.464
73 O 1.26 2.40 3.10  -0.669
74 O 1.76 0.38 2.27  -0.867
75 H 3.61 -0.01 1.90  0.393
76 H 5.89 1.65 -0.16  0.392
77 H 5.58 4.00 -0.82  0.397
78 H 3.63 5.30 0.02  0.427
79 H 2.00 4.17 1.53  0.528

***

(2)
The following is a DFT calculation (the ωB97M-V functional and the def2-TZVPD basis) of a cluster of 2 separate species, C4H9NO2 in total.

The electronic energy comes out at -362.9997 hartree. For the energy relative to the best compared isomer or geometry (same formula, charge and spin), the calculation gives 225.3 kJ/mol. The net charge is 0. The value obtained for the HOMO energy is -0.3679 Ha. The LUMO energy is 1.089 eV. As for the structure (SMILES): C[C@H]1CO1.[H]/N=C/O. The HOMO-LUMO gap is 0.408 Eh.

Last column: Mulliken charge in e.
Atoms and positions in Å:
1 C -1.19 1.24 -0.14  -1.204
2 C -1.48 0.13 0.83  0.206
3 C -1.66 -1.26 0.39  -0.286
4 O -0.46 -0.85 1.04  -0.524
5 H -0.53 1.98 0.31  0.271
6 H -2.13 1.73 -0.43  0.353
7 H -0.69 0.85 -1.03  0.296
8 H -1.97 0.42 1.76  0.344
9 H -2.27 -1.95 0.97  0.243
10 H -1.57 -1.48 -0.67  0.220
11 H 2.56 1.49 -1.23  0.185
12 N 1.97 0.83 -0.73  -0.461
13 C 2.59 -0.27 -0.57  0.033
14 O 2.06 -1.32 0.05  -0.488
15 H 3.61 -0.48 -0.91  0.326
16 H 1.16 -1.06 0.36  0.486

***

(3)
The following is a DFT calculation (the ωB97M-V functional and the def2-TZVPD basis) of a structure of composition C5H11NO at a distorted geometry.

The electronic energy comes out at -326.8910 hartree. For the energy relative to the best compared isomer or geometry (same formula, charge and spin), the calculation gives 631.0 kJ/mol. The net charge is 0. The value obtained for the HOMO energy is -0.2818 Ha. The LUMO energy is 0.602 eV. The HOMO-LUMO gap is 0.304 Eh.

Last column: Mulliken charge in e.
Atoms and positions in Å:
1 C 1.16 0.65 -0.39  -0.172
2 N 0.06 -0.24 -0.23  0.112
3 C -0.50 -0.59 -1.54  -0.429
4 C -1.81 -1.33 -1.28  -1.290
5 C -0.52 0.59 0.77  -0.784
6 C -0.24 0.15 2.18  -1.068
7 O 2.17 0.74 0.46  -0.584
8 H 1.23 0.96 -1.47  0.265
9 H 0.14 -1.22 -2.14  0.322
10 H -0.74 0.35 -2.04  0.475
11 H -2.38 -0.75 -0.54  0.349
12 H -1.60 -2.33 -0.89  0.300
13 H -2.42 -1.41 -2.17  0.379
14 H 1.01 1.25 0.72  0.515
15 H -0.87 1.54 0.35  0.658
16 H -0.69 -0.84 2.31  0.308
17 H 0.84 0.02 2.34  0.307
18 H -0.58 0.83 2.96  0.337

***

(4)
The following is a DFT calculation (the ωB97M-V functional and the def2-TZVPD basis) of the molecule C4H8O2.

The electronic energy comes out at -307.6734 hartree. For the energy relative to the best compared isomer or geometry (same formula, charge and spin), the calculation gives 102.3 kJ/mol. The net charge is 0. The value obtained for the HOMO energy is -0.3551 Ha. The LUMO energy is 0.770 eV. As for the structure (SMILES): C[C@@H](O)CC=O. The HOMO-LUMO gap is 0.383 Eh.

Last column: Mulliken charge in e.
Atoms and positions in Å:
1 C -1.68 -0.28 -0.44  -1.223
2 C -0.29 0.32 -0.32  0.321
3 O -0.28 1.46 0.52  -0.529
4 C 0.70 -0.67 0.30  -0.696
5 C 2.07 -0.08 0.50  -0.029
6 O 3.06 -0.48 -0.08  -0.478
7 H -2.41 0.48 -0.74  0.353
8 H -1.72 -1.08 -1.18  0.344
9 H -2.00 -0.69 0.53  0.314
10 H 0.08 0.59 -1.32  0.256
11 H -0.77 2.16 0.07  0.322
12 H 0.79 -1.56 -0.33  0.344
13 H 0.31 -0.97 1.29  0.358
14 H 2.13 0.77 1.21  0.344

***

(5)
The following is a DFT calculation (the ωB97M-V functional and the def2-TZVPD basis) of a structure of composition C42H50HfN3O5PSe4Si at a distorted geometry.

The electronic energy comes out at -12455.8050 hartree. For the energy relative to the best compared isomer or geometry (same formula, charge and spin), the calculation gives 168.6 kJ/mol. The net charge is 0. The value obtained for the HOMO energy is -0.2393 Ha. The LUMO energy is -0.308 eV. The HOMO-LUMO gap is 0.228 Eh.

Last column: Mulliken charge in e.
Atoms and positions in Å:
1 Hf -0.16 1.81 0.87  -1.989
2 Se 0.69 3.87 2.22  -0.521
3 Se 1.56 4.46 0.12  -0.105
4 Se -0.33 4.38 -1.16  -0.161
5 Se -0.50 2.15 -1.81  -0.289
6 O -1.69 1.79 2.05  -0.658
7 C -2.33 2.57 1.22  0.222
8 C -3.78 2.80 1.46  -0.268
9 C -4.44 3.61 2.36  -0.473
10 C -5.82 3.73 2.25  -0.634
11 C -6.53 3.05 1.26  -0.743
12 C -5.87 2.23 0.36  -0.699
13 C -4.50 2.11 0.46  -0.512
14 P -3.27 1.16 -0.45  1.262
15 C -4.16 0.74 -1.99  1.316
16 C -4.16 1.72 -2.98  -0.479
17 C -4.88 1.52 -4.14  -0.762
18 C -5.59 0.35 -4.33  -0.621
19 C -5.58 -0.63 -3.35  -0.739
20 C -4.87 -0.44 -2.18  -0.160
21 C -3.20 -0.39 0.49  -0.095
22 C -2.01 -1.28 0.16  -1.428
23 C -1.61 -2.22 1.32  0.365
24 C -2.64 -2.51 2.36  -1.296
25 C -3.71 -1.73 2.48  -0.965
26 C -3.93 -0.60 1.60  -0.040
27 H -3.90 4.16 3.12  0.559
28 H -6.36 4.36 2.94  0.404
29 H -7.60 3.17 1.20  0.451
30 H -6.41 1.71 -0.42  0.487
31 H -3.58 2.62 -2.83  0.387
32 H -4.89 2.29 -4.91  0.434
33 H -6.16 0.19 -5.24  0.401
34 H -6.12 -1.56 -3.50  0.445
35 H -4.87 -1.19 -1.40  0.357
36 H 0.00 -0.68 -0.22  -0.130
37 H -1.16 -3.16 0.96  0.370
38 H -2.50 -3.38 2.98  0.650
39 H -4.46 -1.93 3.23  0.491
40 H -4.74 0.07 1.85  0.424
41 C -2.34 -3.14 -3.68  -0.709
42 C -2.86 -3.75 -2.55  -0.949
43 C -2.74 -3.14 -1.32  -0.383
44 C -2.10 -1.91 -1.20  0.987
45 C -1.58 -1.30 -2.33  0.850
46 C -1.70 -1.91 -3.57  -1.195
47 N -0.77 -0.47 0.44  0.822
48 N -0.56 -1.25 1.62  1.350
49 C -0.05 -0.77 2.77  0.539
50 C -0.06 -1.56 3.94  -1.062
51 C 0.57 -1.08 5.06  -0.852
52 C 1.19 0.16 5.01  -1.072
53 C 1.14 0.87 3.84  -0.818
54 N 0.53 0.44 2.73  0.999
55 H -2.45 -3.60 -4.65  0.423
56 H -3.34 -4.71 -2.63  0.437
57 H -3.16 -3.61 -0.44  0.480
58 H -1.09 -0.34 -2.27  -0.355
59 H -1.30 -1.42 -4.45  0.526
60 H -0.56 -2.52 3.93  0.469
61 H 0.58 -1.66 5.97  0.444
62 H 1.70 0.57 5.87  0.500
63 H 1.61 1.84 3.77  0.284
64 C 1.85 -3.25 -1.07  -1.385
65 C 2.55 -2.38 -0.01  1.450
66 C 2.29 -2.91 1.40  -1.347
67 C 4.05 -2.38 -0.26  -1.580
68 O 1.98 -1.07 -0.11  1.203
69 Si 2.77 0.38 -0.01  -3.098
70 O 1.56 1.41 0.15  3.927
71 O 3.80 0.66 -1.23  1.415
72 C 3.77 0.80 -2.64  1.784
73 C 2.47 0.29 -3.25  -1.036
74 C 3.96 2.29 -2.97  -1.717
75 C 4.96 0.00 -3.20  -1.893
76 O 3.67 0.28 1.35  0.603
77 C 4.72 1.09 1.85  1.495
78 C 4.95 0.65 3.30  -1.674
79 C 5.99 0.86 1.02  -1.638
80 C 4.32 2.57 1.80  -0.702
81 H 2.17 -4.29 -0.96  0.441
82 H 2.12 -2.90 -2.06  0.307
83 H 0.77 -3.19 -0.97  -0.031
84 H 2.84 -3.83 1.56  0.564
85 H 1.23 -3.10 1.56  0.169
86 H 2.62 -2.16 2.12  -0.014
87 H 4.45 -3.39 -0.25  0.592
88 H 4.54 -1.79 0.51  0.290
89 H 4.27 -1.92 -1.22  0.028
90 H 1.64 0.91 -2.95  -0.093
91 H 2.28 -0.73 -2.92  -0.066
92 H 2.54 0.30 -4.34  0.617
93 H 3.14 2.86 -2.55  0.205
94 H 3.98 2.43 -4.05  0.469
95 H 4.89 2.65 -2.55  0.296
96 H 4.78 -1.07 -3.10  0.366
97 H 5.87 0.26 -2.66  0.295
98 H 5.09 0.23 -4.26  0.467
99 H 5.26 -0.39 3.32  0.320
100 H 4.02 0.75 3.86  0.235
101 H 5.72 1.27 3.76  0.416
102 H 6.31 -0.17 1.10  0.346
103 H 6.79 1.51 1.37  0.516
104 H 5.77 1.07 -0.02  0.103
105 H 3.36 2.70 2.28  -0.207
106 H 4.24 2.89 0.77  0.057
107 H 5.05 3.19 2.32  0.532

***

Question: Number 2 is which compound?
Answer: C4H9NO2